# 1
The following is a quantum chemistry calculation of a molecular structure, C18H25N4O4SeZr at a distorted geometry, from the OMol25 dataset.

Geometry as XYZ:
```
53
Properties=species:S:1:pos:R:3:forces:R:3:lowdin_charge:R:1
Zr -0.115864 0.316342 0.307366 -1.189 -0.742 -1.548 1.51
N -2.543148 0.068105 0.936181 0.178 0.133 0.122 -0.04
C -2.483341 0.374445 2.394773 -0.087 -0.215 -0.100 -0.13
C -1.096671 0.941818 2.499134 0.302 0.454 0.227 -0.54
O -0.853507 1.793245 1.487439 -0.181 0.513 0.897 -0.25
N -0.220698 0.427072 3.276149 0.157 0.055 0.013 0.14
C 1.187793 0.882782 3.238514 -0.110 -0.019 0.023 -0.07
C 1.687348 0.818709 1.805199 0.136 -0.157 0.162 -0.59
O 1.890078 1.782998 1.084930 0.258 0.107 0.050 0.05
O 1.506439 -0.369799 1.217111 0.478 0.127 0.668 -0.19
H -3.139379 -0.724346 0.727506 0.115 -0.059 -0.036 0.10
H -2.927420 0.868526 0.442308 -0.058 -0.048 -0.036 0.10
H -3.243909 1.081350 2.722633 -0.022 0.010 -0.055 0.13
H -2.563382 -0.544941 2.967662 -0.009 0.021 0.025 0.13
H 1.283136 1.901225 3.609864 -0.014 0.024 -0.011 0.14
H 1.764004 0.205958 3.864956 -0.015 0.007 0.026 0.13
N -0.075563 1.914845 -1.205593 0.144 0.070 0.035 0.06
C 0.269690 3.021801 -1.308287 0.130 0.145 -0.029 -0.18
N 0.692644 4.229319 -1.439803 -0.147 -0.019 -0.093 -0.04
C 1.841363 4.730740 -0.643730 -0.033 -0.121 -0.166 -0.06
C 1.336530 5.845048 0.247035 -0.011 0.084 0.076 -0.17
O 0.693282 6.845682 -0.518181 -0.007 -0.013 -0.024 -0.11
C -0.460654 6.350249 -1.165562 -0.008 0.094 0.031 -0.18
C -0.095910 5.261031 -2.155256 0.071 -0.142 0.037 -0.07
H 2.581344 5.103076 -1.352580 0.017 0.018 0.014 0.14
H 2.261454 3.905848 -0.073820 -0.002 -0.008 0.030 0.12
H 2.173535 6.317964 0.757048 -0.008 0.021 0.002 0.14
H 0.646352 5.441199 0.998646 0.003 -0.014 0.008 0.14
H -0.920048 7.186245 -1.689931 0.005 0.010 0.015 0.14
H -1.173754 5.963305 -0.426525 -0.001 -0.013 0.009 0.13
H 0.534415 5.652705 -2.953463 0.003 0.027 -0.004 0.14
H -0.978046 4.796095 -2.591585 -0.001 0.003 0.000 0.14
C 0.617986 -7.203209 -0.214198 0.005 0.014 0.015 -0.04
C 0.319972 -5.757885 -0.506390 0.010 -0.035 -0.002 -0.25
C -0.080632 -4.884649 0.494115 0.005 -0.014 0.015 -0.01
C -0.369304 -3.551244 0.227488 -0.028 -0.058 -0.050 -0.29
C -0.838503 -2.673816 1.348098 0.020 0.011 -0.032 -0.07
C -0.239485 -3.079541 -1.078565 0.051 -0.089 -0.001 -0.49
Se -0.666718 -1.270613 -1.599923 -0.182 -0.045 -0.415 0.71
C 0.167207 -3.930365 -2.111768 0.021 -0.103 0.000 -0.30
C 0.308724 -3.473097 -3.538033 0.035 -0.019 0.002 -0.09
C 0.435144 -5.257908 -1.796231 0.038 0.020 -0.044 0.00
H 0.599685 -7.404837 0.855837 -0.004 0.012 -0.003 0.08
H 1.600055 -7.485431 -0.594961 0.000 0.012 -0.004 0.09
H -0.114839 -7.856033 -0.690981 -0.010 0.013 -0.006 0.09
H -0.173546 -5.249209 1.511114 -0.007 0.011 -0.002 0.12
H -0.719253 -3.144337 2.323391 -0.035 -0.079 -0.043 0.10
H -1.883632 -2.389360 1.224316 0.052 -0.024 0.008 0.07
H -0.204715 -1.782566 1.414561 -0.047 0.023 0.155 0.01
H 0.823409 -2.515184 -3.608364 0.016 -0.016 0.004 0.05
H -0.667796 -3.353870 -4.012965 -0.007 0.033 0.031 0.09
H 0.872605 -4.204884 -4.113767 -0.023 -0.015 0.000 0.08
H 0.755523 -5.920621 -2.592934 -0.001 -0.002 0.007 0.13
```
Forces are in eV/Å.

Results
- gap between HOMO and LUMO (eV) = 7.096
- E_HOMO (eV) = -10.56
- E_LUMO (eV) = -3.46
- total energy (hartree) = -3669.24521
- total charge = +1


# 2
The following is a quantum chemistry calculation of a single C18H25N5O2 molecule at a distorted geometry, from the OMol25 dataset.

Geometry as XYZ:
```
50
Properties=species:S:1:pos:R:3:forces:R:3:lowdin_charge:R:1
C 6.299840 -0.201814 -0.207807 -0.344 -0.057 0.228 -0.06
C 5.447644 -0.084923 1.047306 0.546 -0.027 0.059 -0.21
O 4.091825 -0.459951 0.793982 -0.208 0.290 -0.098 -0.01
C 3.807705 -1.765113 0.818488 -0.368 -0.457 -0.008 -0.48
O 4.610672 -2.625257 1.067266 0.194 -0.054 0.024 0.12
C 2.345959 -2.020816 0.507036 0.162 0.307 0.004 -0.22
C 1.443006 -1.345866 1.543087 -0.169 -0.247 -0.037 -0.12
C -0.021797 -1.570147 1.182151 0.115 0.191 0.198 -0.18
N -0.292787 -1.018261 -0.133245 -0.073 -0.277 0.031 -0.18
C -1.707871 -1.032435 -0.458409 -0.027 -0.124 0.217 -0.11
C -2.000097 -0.149050 -1.614183 0.141 0.538 -0.232 -0.31
N -2.821233 -0.412192 -2.605917 0.037 -0.870 0.688 0.07
N -2.799486 0.646359 -3.404603 -0.514 0.154 -0.793 -0.05
N -2.012495 1.536113 -2.966940 0.607 1.178 -0.018 0.04
N -1.475020 1.082862 -1.831048 -0.571 -1.395 -0.117 -0.07
C -0.563669 1.866286 -1.047630 0.317 0.781 0.231 -0.12
C -1.327716 2.890687 -0.193285 0.053 -0.201 -0.088 -0.12
C -2.230247 2.180413 0.774787 0.014 0.171 -0.012 -0.25
C -1.730920 1.708550 1.982678 -0.052 0.005 -0.027 -0.06
C -2.539961 0.990530 2.845261 0.045 -0.054 0.083 -0.10
C -3.857399 0.729187 2.505310 -0.065 -0.074 0.057 -0.09
C -4.364114 1.198722 1.305371 -0.067 -0.053 -0.004 -0.08
C -3.554840 1.921801 0.445988 0.013 0.033 0.019 -0.05
C 0.498021 -1.699553 -1.146097 0.230 0.167 -0.144 -0.17
C 1.983892 -1.485988 -0.881089 -0.173 -0.221 -0.002 -0.12
H 7.306539 0.147627 0.001842 0.129 0.044 -0.007 0.08
H 6.347201 -1.239809 -0.527458 0.051 -0.055 -0.035 0.08
H 5.874952 0.396927 -1.009985 0.010 0.075 -0.079 0.08
H 5.849721 -0.725995 1.838369 -0.081 0.168 -0.070 0.12
H 5.395371 0.948998 1.394703 -0.012 -0.141 -0.004 0.12
H 2.193864 -3.104404 0.536660 0.097 0.091 0.015 0.16
H 1.653099 -0.275485 1.553024 -0.016 0.033 0.055 0.12
H 1.639953 -1.749467 2.537427 0.022 0.027 0.050 0.13
H -0.252489 -2.649138 1.221952 -0.045 0.002 0.013 0.13
H -0.660912 -1.057044 1.905298 -0.009 -0.088 -0.024 0.11
H -2.083314 -2.039603 -0.703711 -0.003 0.103 0.035 0.14
H -2.267622 -0.665548 0.407792 0.014 -0.056 -0.001 0.11
H 0.104915 2.384298 -1.739815 -0.017 -0.114 0.061 0.13
H -0.001639 1.175848 -0.414115 -0.064 0.148 -0.187 0.11
H -0.598589 3.501633 0.340538 -0.002 0.048 -0.022 0.12
H -1.910650 3.535455 -0.853459 0.063 0.040 0.029 0.12
H -0.701994 1.906765 2.247646 0.140 0.032 0.036 0.12
H -2.142714 0.632472 3.784256 0.028 -0.023 0.080 0.10
H -4.487719 0.164104 3.175652 -0.054 -0.038 0.060 0.10
H -5.390392 0.999914 1.035640 -0.093 -0.018 -0.022 0.11
H -3.956708 2.286746 -0.488729 -0.014 0.039 -0.119 0.12
H 0.274362 -2.780839 -1.162116 -0.050 0.021 -0.027 0.13
H 0.235966 -1.290355 -2.125137 0.006 -0.082 0.003 0.13
H 2.211518 -0.419879 -0.921795 0.013 0.013 -0.060 0.12
H 2.567543 -1.996378 -1.648612 0.042 0.029 -0.040 0.13
```
Forces are in eV/Å.

Results
- gap between HOMO and LUMO (eV) = 9.801
- E_HOMO (eV) = -9.28
- E_LUMO (eV) = 0.52
- total energy (hartree) = -1125.16033
- structure (SMILES) = CCOC(=O)C1CCN(Cc2nnnn2CCc2ccccc2)CC1